Here is a structure of composition C40H40Cl2N9O2S2SeV from OMol25. Energies are from the ωB97M-V functional and the def2-TZVPD basis.

Each line ends with the Löwdin spin population.
Geometry (Å):
V1 -0.77693 0.50472 0.60050  2.2606
C1 -0.32837 -2.44962 -4.55982  0.0023
C2 -1.43945 -1.84184 -3.99960  0.0010
C3 -1.30758 -0.95837 -2.93501  0.0192
C4 -0.05498 -0.65048 -2.38257  0.0154
C5 1.05911 -1.29583 -2.95738  -0.0005
C6 0.92407 -2.16585 -4.02113  0.0030
N1 0.08653 0.21981 -1.31007  -0.0030
C7 1.13495 1.13131 -1.37543  -0.0064
C8 1.66707 1.69187 -2.54514  0.0017
C9 2.72518 2.58779 -2.48219  -0.0147
C10 3.28075 2.95315 -1.25812  0.0050
C11 2.75409 2.43141 -0.08355  -0.0160
C12 1.67390 1.56116 -0.13622  0.0004
N2 1.01263 1.00846 0.95183  -0.1733
N3 1.76681 0.49454 1.97162  -0.0620
C13 1.09513 -0.51290 2.49571  0.0000
C14 1.61217 -1.22963 3.62136  -0.0134
C15 0.95761 -2.31314 4.09744  0.0055
C16 -0.25272 -2.72902 3.47782  -0.0232
C17 -0.72024 -1.99002 2.43617  0.0147
N4 -0.10480 -0.89572 1.92958  -0.0271
H1 -0.43154 -3.14202 -5.38521  0.0001
H2 -2.42709 -2.04358 -4.40055  0.0000
H3 -2.19004 -0.46848 -2.54529  0.0000
H4 2.03833 -1.08961 -2.54263  -0.0001
H5 1.80664 -2.64605 -4.42858  0.0000
H6 1.25723 1.40546 -3.50612  0.0003
H7 3.12662 2.99953 -3.40144  -0.0012
H8 4.12008 3.63762 -1.22183  0.0008
H9 3.16397 2.68422 0.88583  -0.0009
H10 2.51781 -0.85367 4.07674  -0.0007
H11 1.34100 -2.84885 4.95726  0.0010
H12 -0.80524 -3.59006 3.82670  -0.0023
H13 -1.65171 -2.25775 1.95536  0.0017
Cl1 -4.21752 -1.03578 2.54020  0.0007
C18 -4.14996 -1.61400 0.88948  0.0053
Cl2 -3.00506 -0.72680 -0.17211  0.0359
H14 -5.12271 -1.48640 0.43028  0.0001
H15 -3.82819 -2.65052 0.86726  -0.0002
C19 -0.38849 3.98061 1.25908  0.0005
C20 -0.84281 3.60193 -0.10446  0.0046
N5 -1.38550 2.46173 -0.48939  0.0053
C21 -1.66927 2.59781 -1.83091  0.0020
C22 -1.30290 3.82878 -2.26121  0.0010
N6 -0.78513 4.45873 -1.15099  0.0007
H16 0.16025 3.15901 1.71775  0.0003
H17 -1.24599 4.21435 1.89406  0.0002
H18 0.26470 4.85333 1.21589  0.0000
H19 -2.08061 1.78803 -2.40702  0.0001
H20 -1.33761 4.29582 -3.22836  0.0001
H21 -0.33752 5.35663 -1.12458  0.0000
C23 1.37419 -6.88847 -5.18157  0.0118
C24 0.74250 -6.12342 -4.05196  0.0636
C25 1.51710 -5.54535 -3.05719  -0.0104
C26 0.95251 -4.82780 -2.00940  0.0630
C27 1.84803 -4.21100 -0.97405  0.0079
C28 -0.45097 -4.69422 -1.95809  0.0569
Se1 -1.22090 -3.74927 -0.54143  0.6769
C29 -1.25174 -5.26559 -2.97154  0.0544
C30 -2.74509 -5.10915 -2.97580  0.0068
C31 -0.64063 -5.97232 -3.99237  -0.0110
H22 2.46133 -6.83504 -5.13546  -0.0001
H23 1.05486 -6.49174 -6.14717  0.0030
H24 1.08572 -7.94147 -5.15143  0.0037
H25 2.59649 -5.64429 -3.10108  -0.0020
H26 2.89403 -4.37989 -1.23002  -0.0002
H27 1.65723 -4.62921 0.01503  0.0035
H28 1.67258 -3.13747 -0.89584  0.0024
H29 -3.02453 -4.05676 -2.91725  0.0023
H30 -3.19383 -5.60295 -2.11224  0.0029
H31 -3.16852 -5.53930 -3.88378  -0.0002
H32 -1.25565 -6.40572 -4.77473  -0.0020
N7 2.85279 6.65324 2.82930  0.0000
C32 2.15587 5.56663 3.38388  0.0001
C33 2.62834 4.26535 3.20467  0.0000
C34 1.96583 3.19133 3.76764  -0.0007
C35 0.82613 3.40847 4.53479  0.0003
C36 0.35127 4.69555 4.72482  0.0001
C37 1.01394 5.77270 4.15192  0.0001
S1 -0.05364 2.01356 5.19243  0.0012
O1 -1.05411 2.55695 6.09440  0.0002
O2 0.92850 1.11589 5.73570  -0.0001
N8 -0.68345 1.34583 3.89636  0.0062
C38 -1.80588 1.78746 3.35074  0.0082
S2 -3.02478 2.81886 4.12159  0.0002
C39 -3.94080 2.82091 2.65092  0.0016
C40 -3.32464 2.07172 1.72039  0.0016
N9 -2.13122 1.49334 2.09104  0.0030
H33 3.38645 6.41141 2.00791  0.0000
H34 2.27444 7.46149 2.65819  0.0000
H35 3.51741 4.09789 2.60703  0.0000
H36 2.30300 2.17906 3.57935  -0.0006
H37 -0.53632 4.84475 5.32450  0.0000
H38 0.64353 6.78082 4.30452  0.0000
H39 -4.86986 3.35610 2.55007  0.0002
H40 -3.68414 1.91937 0.71423  0.0003

Values from the calculation:
E_LUMO (alpha / beta)	2.13 / 0.35	eV
charge	-1
2S+1	4
Kohn-Sham gap (alpha / beta)	5.69 / 3.81	eV
maximum force	0.0106	Eh/bohr
<S²>	4.02



Here is a structure of composition C40H40CsN11S2Sb2Se4 from OMol25. Energies are from the ωB97M-V functional and the def2-TZVPD basis.

Each line ends with the Löwdin charge.
Geometry (Å):
Cs1 -0.10370 -0.23243 0.68981  0.4904
N1 -2.60659 -3.89075 3.22547  0.0994
C1 -1.86226 -3.34134 2.25667  -0.2671
N2 -0.56501 -3.30513 2.21419  0.1165
C2 0.10630 -3.75435 3.33061  -0.3113
N3 1.33169 -3.42987 3.58002  0.0586
N4 1.79656 -2.35245 2.89023  0.0237
C3 2.89766 -2.45361 2.26831  -0.1217
C4 3.52559 -1.25898 1.67868  -0.2804
C5 4.58120 -1.43363 0.78283  -0.0435
C6 5.20666 -0.32002 0.24862  -0.0805
C7 4.76811 0.93558 0.63550  -0.1226
C8 3.70588 1.01153 1.52691  -0.2022
N5 3.08902 -0.04494 2.03913  0.1065
C9 -0.60233 -4.61632 4.28580  -0.0832
C10 0.03337 -5.36231 5.27797  -0.0375
C11 -0.70691 -6.05858 6.21201  -0.1099
C12 -2.10196 -6.00326 6.17557  -0.1032
C13 -2.75189 -5.27800 5.20080  -0.0099
C14 -2.00112 -4.59046 4.24147  -0.1733
H1 -3.60916 -3.61919 3.22284  -0.0324
H2 -2.42810 -2.90930 1.43231  -0.0067
H3 3.42968 -3.40167 2.15288  0.1129
H4 4.88756 -2.43571 0.50976  0.1030
H5 6.01528 -0.43251 -0.46322  0.1023
H6 5.20624 1.84186 0.24062  0.0956
H7 3.32723 1.98013 1.83748  0.0984
H8 1.11517 -5.36052 5.30172  0.1021
H9 -0.20817 -6.63502 6.98149  0.0877
H10 -2.68359 -6.53471 6.91935  0.0931
H11 -3.83232 -5.22272 5.16082  0.1149
C15 -0.68262 2.94156 5.71028  -0.0203
C16 -1.30652 3.11819 4.37936  -0.4134
N6 -2.53323 3.45465 4.15591  0.1216
N7 -2.66586 3.42112 2.79245  -0.0008
C17 -1.54488 3.01991 2.18384  -0.8274
S1 -1.26183 2.86834 0.53082  0.5365
N8 -0.64274 2.87462 3.20025  -0.1287
N9 0.56308 2.16306 3.15741  0.0942
H12 -1.35679 3.33650 6.46642  0.0764
H13 0.28364 3.44393 5.76234  0.0732
H14 -0.52664 1.87762 5.89821  0.0750
H15 -3.59235 3.22138 2.37382  -0.0192
H16 0.30166 1.18499 3.34483  0.0029
H17 0.90251 2.20316 2.20001  0.0188
Se1 -5.43734 -2.23988 2.69200  -0.2115
Sb1 -4.00862 -0.39956 1.84636  -0.2675
Se2 -2.12192 -0.13188 3.46852  -0.1411
Se3 -3.12844 -1.21622 -0.37607  -0.1315
Se4 -5.24586 1.70173 1.48431  -0.1981
C18 -0.69648 -5.32065 -0.80852  -0.0209
C19 0.21347 -4.24759 -1.30237  -0.3133
C20 1.50065 -4.27164 -1.80196  -0.0071
C21 1.84037 -2.91905 -1.99853  -0.3707
N10 0.83746 -2.12709 -1.64951  0.0243
N11 -0.13777 -2.95355 -1.24170  0.0004
C22 3.10917 -2.32526 -2.52083  -0.0436
H18 -0.48295 -6.26879 -1.30109  0.0708
H19 -1.73888 -5.05546 -0.99042  0.0833
H20 -0.57370 -5.44781 0.26886  0.0697
H21 2.11223 -5.14126 -1.98025  0.0951
H22 -1.02701 -2.57435 -0.89682  -0.0114
H23 3.22311 -2.50983 -3.59239  0.0681
H24 3.98243 -2.74597 -2.01781  0.0608
H25 3.09639 -1.24744 -2.35334  0.0521
S2 2.18986 1.78387 -1.30303  0.0037
Sb2 0.49997 2.49162 -2.61212  1.1910
C23 1.25995 2.55604 -4.60247  -0.3351
C24 2.58719 2.22635 -4.83803  -0.1342
C25 3.09892 2.27299 -6.12852  -0.0961
C26 2.28375 2.65053 -7.18573  -0.1062
C27 0.95325 2.97631 -6.95437  -0.0972
C28 0.44201 2.92462 -5.66558  -0.1174
C29 -1.30561 1.47133 -2.94015  -0.3603
C30 -2.52008 1.93645 -2.44666  -0.1611
C31 -3.68389 1.23672 -2.72541  -0.1113
C32 -3.63586 0.09539 -3.50985  -0.1302
C33 -2.42399 -0.36872 -4.00074  -0.0996
C34 -1.25218 0.31203 -3.70959  -0.1346
C35 -0.01480 4.51300 -2.29133  -0.3651
C36 0.77868 5.27040 -1.43932  -0.1389
C37 0.48377 6.60846 -1.22861  -0.0856
C38 -0.60758 7.18794 -1.86241  -0.0950
C39 -1.40465 6.42991 -2.70675  -0.0879
C40 -1.10854 5.09113 -2.92200  -0.1217
H26 3.21292 1.93023 -4.00222  0.0564
H27 4.13441 2.00988 -6.30789  0.0963
H28 2.68196 2.68500 -8.19270  0.0932
H29 0.31192 3.26232 -7.77913  0.0966
H30 -0.60352 3.15776 -5.49529  0.0981
H31 -2.56761 2.79733 -1.79381  0.0487
H32 -4.61151 1.54970 -2.26367  0.1072
H33 -4.54177 -0.46962 -3.68565  0.1042
H34 -2.38267 -1.28489 -4.57653  0.1013
H35 -0.30284 -0.07524 -4.06438  0.1002
H36 1.60716 4.79744 -0.92347  0.0771
H37 1.09350 7.19516 -0.55294  0.0991
H38 -0.84718 8.22918 -1.68469  0.0955
H39 -2.26822 6.87496 -3.18518  0.0990
H40 -1.75057 4.49561 -3.56076  0.0937

Values from the calculation:
E_LUMO	3.20	eV
charge	-2
Kohn-Sham gap	4.73	eV
maximum force	0.0132	Eh/bohr



Here is a structure of composition C40H41AlF5OS in a non-equilibrium geometry from OMol25. Energies are from the ωB97M-V functional and the def2-TZVPD basis.

Each line ends with the Löwdin charge.
Geometry (Å):
C1 -1.69772 1.69245 1.40254  -0.0670
C2 -1.37121 1.09356 -0.03111  -0.4458
C3 -1.33677 -0.50411 0.13530  -0.2673
Al1 -0.11266 -1.28047 -1.34118  -0.0126
S1 -0.92143 -0.66843 -3.43551  0.2002
O1 -2.35402 1.34973 -1.04132  -0.1724
C4 -2.63719 2.73734 -1.23896  -0.1911
C5 -1.39784 3.68381 -1.25350  -0.1734
C6 -0.51119 3.62162 -2.42157  -0.0047
C7 0.67001 4.49710 -2.39412  -0.0764
C8 0.94047 5.36435 -1.26339  -0.0978
C9 0.03606 5.44114 -0.10815  -0.0715
C10 -1.14417 4.56910 -0.11688  -0.0439
H1 -0.75482 2.13556 1.81931  0.0800
H2 -2.55139 2.41512 1.44228  0.0554
H3 -1.98338 0.84087 2.08420  0.0689
H4 -0.31467 1.35537 -0.34131  0.1205
H5 -2.37853 -0.91783 0.08993  0.0551
H6 -0.85892 -0.73898 1.12370  0.0281
H7 0.00080 -2.89139 -1.23529  -0.1240
H8 1.37637 -0.70832 -1.27466  -0.1023
H9 -0.85563 0.71059 -3.38932  -0.2888
H10 -3.41430 3.03161 -0.47072  0.1019
H11 -3.16468 2.81417 -2.23566  0.1253
H12 -0.72588 2.92837 -3.26494  0.0977
H13 1.35040 4.43175 -3.27287  0.0869
H14 1.87121 5.98553 -1.29604  0.0851
H15 0.21738 6.09328 0.77210  0.0879
H16 -1.83731 4.57197 0.75157  0.0968
F1 -7.54454 4.85772 -0.45589  0.0543
C11 -7.42722 4.06772 -1.53917  -0.2887
C12 -6.41908 3.12222 -1.58346  -0.0127
C13 -6.30084 2.30340 -2.69878  -0.0703
C14 -7.18603 2.44770 -3.76151  -0.0957
C15 -8.19203 3.40539 -3.70684  -0.0935
C16 -8.31795 4.21761 -2.58655  -0.0296
H17 -5.73408 3.02963 -0.75001  0.1067
H18 -5.51884 1.55394 -2.73970  0.1131
H19 -7.09035 1.81128 -4.63359  0.1010
H20 -8.87893 3.51988 -4.53716  0.0999
H21 -9.10095 4.96327 -2.52253  0.1115
F2 1.34295 -1.55812 1.65394  0.0465
C17 2.59752 -2.03430 1.65685  -0.2756
C18 3.31995 -2.06200 0.47747  -0.0176
C19 4.61969 -2.55312 0.48925  -0.0825
C20 5.17738 -3.02067 1.67592  -0.1210
C21 4.43841 -2.99130 2.85224  -0.1066
C22 3.14276 -2.49016 2.84505  -0.0180
H22 2.86452 -1.70168 -0.43707  0.0427
H23 5.19796 -2.57290 -0.42712  0.1009
H24 6.19053 -3.40872 1.68177  0.0947
H25 4.87085 -3.35945 3.77471  0.0896
H26 2.55459 -2.45199 3.75393  0.1127
F3 5.55925 -5.74626 4.28263  0.0507
C23 4.74271 -6.74178 3.89524  -0.2849
C24 4.21049 -7.59321 4.84810  -0.0188
C25 3.36143 -8.61772 4.44818  -0.0865
C26 3.06433 -8.78465 3.09978  -0.1152
C27 3.60954 -7.92708 2.15364  -0.0873
C28 4.44856 -6.89589 2.55166  -0.0103
H27 4.46021 -7.45134 5.89250  0.1137
H28 2.93192 -9.28482 5.18569  0.1042
H29 2.40486 -9.58587 2.78724  0.1018
H30 3.38004 -8.06093 1.10298  0.1079
H31 4.87302 -6.21246 1.82641  0.1134
F4 2.96926 6.31433 -3.84471  0.0580
C29 3.17483 7.62067 -3.61717  -0.2938
C30 2.11415 8.50184 -3.72614  -0.0144
C31 2.32595 9.85305 -3.48550  -0.0848
C32 3.59645 10.30795 -3.14950  -0.1048
C33 4.65414 9.41212 -3.04821  -0.0894
C34 4.44218 8.05879 -3.27786  -0.0180
H32 1.13379 8.12939 -3.99651  0.1206
H33 1.50122 10.55156 -3.56029  0.1033
H34 3.76106 11.36359 -2.96612  0.0973
H35 5.64460 9.76774 -2.79021  0.1020
H36 5.25214 7.34474 -3.19500  0.1171
F5 0.08632 -8.63269 4.14338  0.0471
C35 -0.80490 -7.94578 3.40183  -0.2857
C36 -2.11327 -7.84338 3.83731  -0.0293
C37 -3.02949 -7.12960 3.07453  -0.0898
C38 -2.62853 -6.53673 1.88246  -0.0916
C39 -1.31133 -6.65163 1.45425  -0.0657
C40 -0.39160 -7.35603 2.22080  -0.0095
H37 -2.40858 -8.31857 4.76491  0.1112
H38 -4.05573 -7.03579 3.40929  0.1009
H39 -3.34493 -5.98343 1.28666  0.1038
H40 -1.00047 -6.19207 0.52354  0.1120
H41 0.64108 -7.44822 1.90803  0.1025

Values from the calculation:
E_LUMO	2.26	eV
charge	-1
Kohn-Sham gap	6.65	eV
maximum force	0.0663	Eh/bohr



no.,E_tot (eV)
1,-197388.31497
2,-355203.67627
3,-75212.48529